The following is a DFT calculation (the ωB97M-V functional and the def2-TZVPD basis) of 19 unconnected molecules or ions with the total composition C29H14BCl72F2N3O6P at a distorted geometry.

The total energy comes out at -35428.46678 Ha. The charge is +1. The HOMO-LUMO gap comes out at 6.922 eV. Its HOMO energy is -0.4287 hartree.

Each line ends with the Löwdin charge.
CARTESIAN COORDINATES (ANGSTROEM)
C1 -0.7761 -6.3667 1.6262  -0.09
N1 -0.9333 -6.1761 3.0917  -0.10
C2 -2.1365 -6.8395 3.6235  -0.05
B1 -0.8168 -4.7979 3.5019  -0.52
O1 0.1941 -4.3422 4.3208  0.19
C3 -1.8674 -3.6264 3.0795  -0.01
C4 -2.9912 -3.4131 3.8836  0.08
C5 -3.8677 -2.3743 3.5354  -0.06
C6 -5.0590 -2.1257 4.4342  -0.48
O2 -5.1737 -1.0997 5.0229  0.19
O3 -5.9876 -3.1333 4.5749  0.11
C7 -3.6505 -1.5642 2.3911  -0.24
P1 -4.7235 -0.1797 1.7699  0.94
C8 -5.1867 -0.7449 0.0560  -0.24
O4 -6.1647 -0.1672 2.5646  -0.29
C9 -2.4870 -1.8387 1.6655  -0.01
N2 -1.6458 -2.8446 2.0060  0.03
N3 -0.4389 -3.1490 1.3330  0.15
C10 0.6938 -2.3848 1.8424  -0.48
O5 1.7599 -2.8706 1.8725  0.18
F1 0.4674 -1.1399 2.2532  0.16
C11 -0.5503 -3.0273 -0.1001  -0.46
O6 -1.1446 -3.7308 -0.8190  0.23
F2 0.1733 -2.0107 -0.5707  0.17
H1 -1.4408 -5.6601 1.1027  0.07
H2 -1.0743 -7.3952 1.4060  0.00
H3 0.2746 -6.2444 1.3534  0.10
H4 -1.8770 -7.7963 4.0883  0.10
H5 -2.8364 -7.0377 2.8009  0.10
H6 -2.6513 -6.2373 4.3818  0.08
H7 -0.2267 -3.6829 4.8953  0.03
H8 -3.1819 -3.9995 4.7731  0.14
H9 -5.9542 -3.3993 5.5028  0.13
H10 -6.2449 -0.4845 -0.0747  0.02
H11 -4.6409 -0.2020 -0.7103  0.04
H12 -5.1289 -1.8315 -0.0503  -0.03
H13 -6.7757 -0.8422 2.2393  0.07
H14 -2.2702 -1.2101 0.8034  0.15
C12 0.7856 -0.9858 7.2530  -2.03
Cl1 0.3364 0.5837 7.9157  0.55
Cl2 0.8989 -2.1732 8.5542  0.55
Cl3 -0.4630 -1.5000 6.0901  0.53
Cl4 2.3313 -0.8642 6.4143  0.53
C13 -1.7285 3.3426 -1.8364  -2.03
Cl5 -1.9500 4.9012 -1.0289  0.51
Cl6 -1.8353 2.0528 -0.6224  0.48
Cl7 -2.9844 3.1245 -3.0610  0.52
Cl8 -0.1484 3.2689 -2.6100  0.53
C14 1.0272 -9.4703 -0.7634  -2.04
Cl9 -0.5505 -8.7453 -0.3978  0.57
Cl10 2.1932 -8.1829 -1.0959  0.52
Cl11 1.5698 -10.4162 0.6259  0.54
Cl12 0.8818 -10.5181 -2.1761  0.54
C15 3.2295 3.3591 0.7436  -2.01
Cl13 3.8943 4.2239 2.1317  0.50
Cl14 4.5418 2.7691 -0.2832  0.51
Cl15 2.2657 1.9814 1.3139  0.48
Cl16 2.2125 4.4500 -0.1829  0.52
C16 5.4787 2.5640 -4.4285  -2.02
Cl17 3.7612 2.7672 -4.0468  0.51
Cl18 6.4077 2.4901 -2.9251  0.51
Cl19 5.7128 1.0536 -5.3262  0.48
Cl20 6.0405 3.9383 -5.3859  0.53
C17 -8.0730 3.1818 -1.7297  -2.04
Cl21 -8.3024 4.7286 -0.9165  0.52
Cl22 -8.2363 1.8648 -0.5513  0.51
Cl23 -9.2907 2.9856 -2.9917  0.54
Cl24 -6.4577 3.1375 -2.4575  0.50
C18 3.9068 3.0991 6.7225  -2.05
Cl25 3.4517 4.6780 7.3718  0.53
Cl26 4.0550 1.9383 8.0488  0.51
Cl27 2.6621 2.5507 5.5876  0.48
Cl28 5.4531 3.2295 5.8783  0.53
C19 3.6756 3.4626 -8.9626  -2.03
Cl29 5.1373 3.6661 -9.9314  0.50
Cl30 3.2303 5.0132 -8.2347  0.52
Cl31 2.3519 2.8903 -9.9886  0.53
Cl32 3.9878 2.2842 -7.6818  0.49
C20 5.6674 -2.8345 -4.8666  -2.03
Cl33 4.6353 -1.8736 -3.7977  0.48
Cl34 7.3416 -2.7285 -4.3192  0.52
Cl35 5.1384 -4.5208 -4.8269  0.51
Cl36 5.5482 -2.2117 -6.5195  0.53
C21 0.3862 7.2424 2.3872  -2.01
Cl37 -0.4451 6.2215 1.2005  0.46
Cl38 0.5411 8.8815 1.7458  0.54
Cl39 -0.5630 7.2724 3.8785  0.50
Cl40 1.9927 6.5773 2.7533  0.49
C22 9.0285 4.7353 -10.0671  -2.05
Cl41 8.4166 3.5874 -11.2673  0.51
Cl42 9.2067 6.3273 -10.8129  0.53
Cl43 7.8867 4.8396 -8.7207  0.48
Cl44 10.5976 4.1823 -9.4707  0.53
C23 9.0523 -5.0974 -1.2195  -2.04
Cl45 10.0434 -3.9236 -2.0980  0.52
Cl46 9.0402 -6.6323 -2.0969  0.53
Cl47 9.7282 -5.3435 0.3951  0.53
Cl48 7.3981 -4.4861 -1.0788  0.47
C24 -8.2350 8.6988 -1.8615  -2.05
Cl49 -9.0558 7.6757 -3.0467  0.52
Cl50 -8.2493 10.3773 -2.4071  0.51
Cl51 -9.0689 8.5750 -0.3047  0.51
Cl52 -6.5610 8.1548 -1.6740  0.51
C25 -5.4866 -5.1107 -1.0742  -2.03
Cl53 -6.4971 -3.8342 -1.7625  0.55
Cl54 -4.3067 -4.3860 0.0426  0.53
Cl55 -6.4958 -6.2554 -0.1880  0.55
Cl56 -4.6239 -5.9474 -2.3633  0.56
C26 -2.8499 6.1901 7.0289  -2.06
Cl57 -3.6630 5.1832 5.8217  0.51
Cl58 -2.7199 7.8458 6.4217  0.51
Cl59 -3.7824 6.1823 8.5294  0.53
Cl60 -1.2299 5.5481 7.3350  0.51
C27 4.9183 -1.8277 0.6666  -2.00
Cl61 3.5090 -0.7650 0.7921  0.52
Cl62 6.3802 -0.8473 0.5281  0.55
Cl63 5.0305 -2.8544 2.1026  0.55
Cl64 4.7433 -2.8337 -0.7768  0.47
C28 5.2431 -8.5921 -6.5694  -2.06
Cl65 6.8639 -8.0848 -7.0567  0.53
Cl66 4.0400 -7.7575 -7.5608  0.52
Cl67 5.0787 -10.3382 -6.7839  0.53
Cl68 4.9870 -8.1810 -4.8669  0.49
C29 -6.7455 13.2427 0.6660  -2.05
Cl69 -7.0349 13.5595 2.3819  0.52
Cl70 -7.2643 11.5993 0.2680  0.48
Cl71 -7.6632 14.3970 -0.3093  0.53
Cl72 -5.0205 13.4162 0.3167  0.52

The following is a DFT calculation (the ωB97M-V functional and the def2-TZVPD basis) of 10 unconnected molecules or ions with the total composition C9H38O13 at a distorted geometry.

The total energy comes out at -1343.69045 Ha. The SMILES is CC(C)O.OCCO.OCCO.OCCO.O.O.O.O.O.O. The charge is 0. The HOMO-LUMO gap comes out at 9.871 eV. The calculation puts the relative energy (zero: lowest compared OMol25 entry of this formula, charge and spin) at 27.79 kcal/mol. Its HOMO energy is -0.3623 hartree.

Each line ends with the Löwdin charge.
CARTESIAN COORDINATES (ANGSTROEM)
C1 -18.9483 -26.7078 7.6131  -0.07
C2 -18.5162 -26.9145 6.2001  -0.53
C3 -19.7303 -27.2346 5.2887  -0.06
O1 -17.9438 -25.7679 5.6733  -0.04
H1 -19.5938 -25.8402 7.7493  0.09
H2 -18.1320 -26.6668 8.3343  0.08
H3 -19.5547 -27.5398 7.9711  0.08
H4 -17.7935 -27.7222 6.0841  0.14
H5 -20.2844 -28.0634 5.7292  0.07
H6 -19.4223 -27.3583 4.2504  0.07
H7 -20.4042 -26.3808 5.2178  0.08
H8 -17.2073 -26.0123 5.1081  0.09
O2 -18.5725 -32.5694 -1.0300  -0.08
C4 -19.2038 -31.2976 -1.3470  -0.21
C5 -19.3572 -31.1287 -2.8783  -0.20
O3 -20.3482 -32.0280 -3.4939  -0.09
H9 -19.2538 -33.2428 -1.0938  0.07
H10 -20.2066 -31.3050 -0.9198  0.11
H11 -18.6216 -30.4707 -0.9403  0.12
H12 -18.4218 -31.3098 -3.4077  0.11
H13 -19.7262 -30.1226 -3.0776  0.11
H14 -20.1670 -32.9515 -3.3047  0.06
O4 -26.8311 -28.5792 1.4631  -0.06
C6 -26.7490 -28.0212 0.1404  -0.24
C7 -25.2945 -27.6888 -0.2488  -0.26
O5 -24.6513 -26.6738 0.4861  -0.06
H15 -26.4046 -29.4191 1.2779  0.07
H16 -27.2004 -28.6992 -0.5840  0.11
H17 -27.3141 -27.0896 0.1100  0.11
H18 -25.1712 -27.4571 -1.3067  0.12
H19 -24.6972 -28.5680 -0.0073  0.12
H20 -24.9941 -25.7951 0.3077  0.08
O6 -25.0102 -21.3871 4.8816  -0.05
C8 -23.7961 -22.0363 4.9594  -0.28
C9 -22.6896 -21.2390 4.2636  -0.23
O7 -22.1576 -20.3194 5.2221  -0.07
H21 -25.1951 -21.1754 5.7995  0.09
H22 -23.5106 -22.1558 6.0045  0.12
H23 -23.9626 -23.0136 4.5062  0.11
H24 -23.1071 -20.7123 3.4054  0.12
H25 -21.9581 -21.9348 3.8526  0.11
H26 -22.2905 -19.4436 4.8519  0.08
O8 -14.9907 -20.9852 1.8256  -0.06
H27 -15.9444 -21.0037 1.7462  0.03
H28 -14.8269 -21.0472 2.7666  0.03
O9 -19.3103 -24.6330 -0.5551  -0.05
H29 -20.1998 -24.9420 -0.3831  0.03
H30 -19.2152 -24.6925 -1.5057  0.03
O10 -18.0326 -26.4970 -6.7196  -0.05
H31 -17.4472 -26.6721 -5.9828  0.02
H32 -18.6259 -25.8179 -6.3987  0.02
O11 -19.9962 -22.9167 -5.1686  -0.06
H33 -20.5781 -22.1652 -5.0555  0.03
H34 -19.1851 -22.5426 -5.5128  0.03
O12 -14.8350 -26.4442 -3.6830  -0.05
H35 -14.1401 -26.9403 -3.2503  0.03
H36 -14.5355 -25.5356 -3.6533  0.03
O13 -15.1832 -26.1161 1.0108  -0.05
H37 -14.5238 -26.1006 0.3171  0.02
H38 -15.8478 -25.4896 0.7244  0.03

The following is a DFT calculation (the ωB97M-V functional and the def2-TZVPD basis) of 3 unconnected molecules or ions with the total composition C15H29NO8PS2 at a distorted geometry.

The total energy comes out at -2383.19358 Ha. The charge is -1. The HOMO-LUMO gap comes out at 5.175 eV. Its HOMO energy is -0.1052 hartree.

Each line ends with the Löwdin charge.
CARTESIAN COORDINATES (ANGSTROEM)
C1 1.8648 -1.9614 -1.1397  -0.18
C2 0.7856 -1.5223 -2.1213  -0.44
P1 0.6702 0.3222 -2.2569  0.89
C3 0.1125 0.6806 -4.0195  -0.30
C4 -0.7461 0.8074 -1.1487  -0.39
C5 -2.0091 0.3521 -1.7815  -0.22
O1 -3.0143 -0.0889 -0.7487  -0.01
C6 -4.0965 -0.5714 -1.2757  -0.67
C7 -5.4266 0.0616 -0.9265  0.01
O2 -4.1261 -1.4977 -1.9941  0.10
O3 -0.7658 2.3136 -1.1230  -0.24
N1 0.5042 2.8146 -1.3736  -0.19
O4 0.9576 3.3361 -0.4065  -0.04
H1 1.8132 -1.3352 -0.2577  0.06
H2 2.8566 -1.9447 -1.5739  0.05
H3 1.6576 -2.9918 -0.8694  0.05
H4 0.9511 -1.9076 -3.1216  0.06
H5 -0.1620 -1.8779 -1.7353  0.04
H6 -0.6300 -0.0559 -4.3169  0.01
H7 -0.3113 1.6722 -3.9840  0.01
H8 0.9497 0.6190 -4.7044  0.01
H9 -1.7991 -0.5199 -2.3789  0.08
H10 -2.5144 1.1232 -2.3653  0.12
H11 -6.0349 0.0654 -1.8135  0.07
H12 -5.9235 -0.5912 -0.2156  0.08
H13 -5.2853 1.0577 -0.5258  0.08
C8 3.6637 5.2360 2.3817  -0.22
C9 4.7563 5.8874 1.5256  -0.22
C10 6.0026 4.9996 1.6242  -0.23
S1 5.4060 3.3300 1.9327  0.66
O5 5.8478 2.9241 3.2462  -0.33
O6 5.6566 2.5169 0.7740  -0.32
C11 3.6708 3.7567 2.0139  -0.22
H14 2.6873 5.6830 2.2013  0.12
H15 3.9030 5.3601 3.4413  0.11
H16 4.4215 5.9404 0.4880  0.12
H17 4.9733 6.9047 1.8521  0.11
H18 6.5824 5.0016 0.7045  0.10
H19 6.6357 5.2868 2.4621  0.10
H20 3.1744 3.1250 2.7461  0.11
H21 3.2380 3.5961 1.0253  0.10
C12 -2.9402 -5.2469 2.3792  -0.23
C13 -4.0145 -4.6378 1.4699  -0.22
C14 -3.3694 -3.4772 0.6991  -0.21
S2 -1.6227 -3.8840 0.5622  0.65
O7 -0.8588 -2.9307 1.3157  -0.31
O8 -1.3051 -4.2040 -0.8036  -0.32
C15 -1.7032 -5.4070 1.5055  -0.24
H22 -3.2579 -6.2010 2.8008  0.11
H23 -2.7271 -4.5664 3.2068  0.12
H24 -4.3673 -5.3962 0.7669  0.11
H25 -4.8771 -4.2947 2.0411  0.11
H26 -3.7928 -3.3657 -0.2963  0.09
H27 -3.4550 -2.5376 1.2421  0.11
H28 -0.7832 -5.5313 2.0719  0.10
H29 -1.8231 -6.2276 0.7980  0.10

The following is a DFT calculation (the ωB97M-V functional and the def2-TZVPD basis) of a molecular structure, H2N3O7S2 at a distorted geometry.

The total energy comes out at -1488.43659 Ha. The charge is -1. The HOMO-LUMO gap comes out at 10.193 eV. The calculation puts the relative energy (zero: lowest compared OMol25 entry of this formula, charge and spin) at 23.11 kcal/mol. Its HOMO energy is -0.2530 hartree.

Each line ends with the Löwdin charge.
CARTESIAN COORDINATES (ANGSTROEM)
N1 -1.6557 0.6370 1.2861  -0.08
N2 -0.0100 0.0986 -0.5912  -0.15
N3 0.1100 1.3130 -0.9824  -0.52
O1 0.1590 2.1820 -0.1161  0.00
O2 2.1243 -0.8304 -1.7433  -0.27
O3 0.3084 1.5970 -2.1375  0.07
O4 -0.8402 -1.5492 1.1169  -0.30
O5 0.7666 0.1468 2.0643  -0.30
O6 1.6380 -1.4090 0.4652  -0.34
O7 0.2151 -2.3750 -1.3558  -0.28
S1 -0.2550 -0.2649 1.0880  0.59
S2 1.1649 -1.4034 -0.9025  0.48
H1 -1.5443 1.6559 1.2631  0.06
H2 -2.1811 0.2016 0.5452  0.05